Record 1
Here is 6 unconnected molecules or ions with the total composition C23H30F18O16S2 from the Open Molecules 2025 dataset. Energies are from wB97M-V/def2-TZVPD.

Summary:
HOMO level ... -0.4082 hartree
Frontier orbital gap ... 11.06 eV
E_LUMO ... -0.047 eV
Energy ... -4692.23108 a.u.

The geometry in XYZ format:
```
89
C23H30F18O16S2 (wB97M-V/def2-TZVPD)
O 1.648 -4.310 -2.765
S 1.426 -3.105 -3.456
O -0.220 -2.918 -3.354
C -0.623 -1.566 -3.444
O -2.043 -1.490 -3.451
C -2.444 -0.269 -3.076
F -3.653 -0.076 -3.487
F -2.431 -0.146 -1.759
F -1.703 0.712 -3.556
O 2.127 -1.952 -2.476
C 2.523 -0.796 -3.178
S 2.404 0.584 -1.989
O 1.263 0.319 -1.174
O 2.387 1.828 -2.678
H -0.259 -1.145 -4.389
H -0.213 -1.031 -2.582
H 3.552 -0.860 -3.545
H 1.880 -0.551 -4.025
H 3.499 0.425 -1.182
C -2.937 -0.706 1.495
C -4.224 -0.839 0.709
O -5.345 -1.038 1.591
C -5.863 0.057 2.129
O -5.477 1.173 1.947
C -7.073 -0.309 2.998
F -6.827 -1.380 3.766
F -8.138 -0.597 2.231
F -7.415 0.696 3.805
H -2.801 -1.567 2.151
H -2.083 -0.635 0.823
H -2.954 0.182 2.128
H -4.178 -1.717 0.068
H -4.392 0.023 0.065
C 6.563 -8.713 -1.063
C 5.625 -7.672 -0.491
O 5.740 -6.429 -1.208
C 5.047 -6.338 -2.336
O 4.351 -7.187 -2.801
C 5.235 -4.944 -2.947
F 6.518 -4.548 -2.920
F 4.522 -4.023 -2.277
F 4.840 -4.903 -4.223
H 7.584 -8.337 -1.082
H 6.532 -9.625 -0.466
H 6.293 -8.963 -2.089
H 5.896 -7.452 0.540
H 4.593 -8.019 -0.487
C -5.567 4.136 0.451
C -4.411 4.951 -0.087
O -4.630 6.360 0.124
C -4.312 6.825 1.323
O -3.868 6.182 2.228
C -4.556 8.339 1.375
F -5.728 8.673 0.817
F -3.591 8.999 0.715
F -4.567 8.788 2.633
H -6.509 4.479 0.020
H -5.435 3.082 0.218
H -5.652 4.240 1.533
H -4.329 4.815 -1.164
H -3.463 4.640 0.351
C 10.857 -2.569 -3.337
C 11.777 -3.771 -3.307
O 11.552 -4.561 -2.126
C 10.540 -5.419 -2.183
O 9.814 -5.581 -3.116
C 10.458 -6.217 -0.876
F 10.608 -5.434 0.203
F 11.420 -7.153 -0.820
F 9.283 -6.840 -0.759
H 10.963 -1.985 -2.422
H 11.088 -1.933 -4.191
H 9.813 -2.876 -3.406
H 12.814 -3.446 -3.260
H 11.668 -4.382 -4.202
C -5.426 6.813 5.175
C -6.692 6.639 4.366
O -7.828 6.414 5.221
C -8.392 7.499 5.739
O -8.038 8.624 5.560
C -9.610 7.099 6.582
F -9.351 6.040 7.363
F -10.648 6.772 5.792
F -10.004 8.097 7.374
H -5.278 5.962 5.841
H -4.564 6.901 4.517
H -5.478 7.706 5.799
H -6.610 5.756 3.734
H -6.870 7.492 3.710
```


Record 2
Here is a molecular structure, C32H45BMnN9O2S from the Open Molecules 2025 dataset. Energies are from wB97M-V/def2-TZVPD.

Summary:
Charge ... +1
HOMO level (alpha / beta) ... -0.3764 / -0.3763 hartree
Frontier orbital gap (alpha / beta) ... 8.29 / 8.22 eV
Multiplicity ... 6
Expectation value of S² ... 8.755
E_LUMO (alpha / beta) ... -1.947 / -2.022 eV
Relative energy (zero: lowest compared OMol25 entry of this formula, charge and spin) ... 62.6 kcal per mole
Energy ... -3463.59745 a.u.

The geometry in XYZ format:
```
91
C32H45BMnN9O2S (wB97M-V/def2-TZVPD)
Mn 0.030 0.013 0.538
C -3.245 -0.799 -0.624
C -2.571 -1.825 0.221
C -3.008 -3.100 0.571
C -1.999 -3.629 1.361
C -2.000 -4.968 2.016
N -1.010 -2.712 1.457
N -1.381 -1.595 0.766
B 0.305 -2.724 2.346
N 0.215 -1.445 3.231
N 0.145 -0.184 2.704
C -0.001 0.660 3.725
C -0.114 2.132 3.513
C -0.022 -0.046 4.926
C 0.116 -1.378 4.569
C 0.161 -2.577 5.453
N 1.656 -2.714 1.604
N 2.089 -0.925 -0.087
C 3.431 -1.444 -0.518
C 4.210 -0.533 -1.420
C 3.408 -2.959 -0.867
C 2.291 -3.784 0.851
C 2.145 -5.140 1.497
H -3.319 -1.129 -1.661
H -2.689 0.141 -0.606
H -4.258 -0.605 -0.268
H -3.935 -3.577 0.304
H -2.956 -5.130 2.513
H -1.210 -5.073 2.753
H -1.896 -5.757 1.271
H 0.217 -3.682 3.051
H 0.574 2.477 2.740
H 0.119 2.666 4.432
H -1.128 2.413 3.221
H -0.116 0.352 5.921
H 0.155 -2.260 6.494
H 1.058 -3.167 5.273
H -0.701 -3.223 5.285
H 4.267 0.469 -0.995
H 3.735 -0.468 -2.402
H 5.224 -0.908 -1.560
H 4.007 -3.246 -1.729
H 2.545 -5.930 0.862
H 1.112 -5.374 1.759
H 2.706 -5.130 2.433
C -0.403 5.702 -0.934
C -0.342 4.205 -1.192
S -0.908 3.288 0.246
O -0.531 1.845 -0.079
C -2.695 3.339 0.031
C -3.206 2.930 -1.340
H -0.096 6.234 -1.832
H 0.259 5.994 -0.120
H -1.414 6.031 -0.691
H 0.679 3.849 -1.333
H -0.929 3.899 -2.057
H -2.991 4.353 0.311
H -3.053 2.676 0.822
H -3.191 3.763 -2.040
H -4.236 2.587 -1.255
H -2.617 2.111 -1.755
C -3.304 -10.495 -0.521
C -2.402 -9.297 -0.588
C -2.337 -8.522 -1.746
C -1.515 -7.413 -1.832
C -0.724 -7.063 -0.745
N 0.120 -5.918 -0.806
C 1.106 -5.828 -1.759
O 1.199 -6.575 -2.709
N 2.029 -4.807 -1.592
C 2.029 -3.640 -0.749
C 3.762 -3.312 0.590
C 3.793 -1.822 0.938
C 2.353 -1.530 1.344
N 0.947 -1.454 -0.788
C 0.919 -2.697 -1.053
C -0.760 -7.832 0.408
C -1.604 -8.931 0.487
H -3.053 -11.217 -1.300
H -4.348 -10.210 -0.665
H -3.223 -10.998 0.442
H -2.944 -8.793 -2.602
H -1.471 -6.827 -2.739
H 0.274 -5.437 0.064
H 2.684 -4.806 -2.358
H 4.569 -3.979 0.875
H 4.604 -1.375 1.504
H 2.194 -0.757 2.081
H 0.021 -3.064 -1.546
H -0.117 -7.581 1.244
H -1.623 -9.521 1.395
```


Record 3
Here is 7 unconnected molecules or ions with the total composition C11H36N6O11 from the Open Molecules 2025 dataset. Energies are from wB97M-V/def2-TZVPD.

Summary:
HOMO level ... -0.3365 hartree
Frontier orbital gap ... 9.45 eV
E_LUMO ... 0.293 eV
Relative energy (zero: lowest compared OMol25 entry of this formula, charge and spin) ... 26.8 kcal per mole
SMILES string ... NC(N)=O.NC(N)=O.NC(N)=O.OCCO.OCCO.OCCO.OCCO
Energy ... -1596.91616 a.u.

The geometry in XYZ format:
```
64
C11H36N6O11 (wB97M-V/def2-TZVPD)
C 4.344 2.449 -0.441
C 2.916 2.387 -0.021
O 2.037 2.671 -1.059
O 4.404 1.510 -1.520
H 4.831 2.071 0.460
H 4.674 3.436 -0.757
H 2.764 3.165 0.718
H 2.791 1.363 0.305
H 2.421 2.410 -1.918
H 5.325 1.225 -1.565
C -2.862 0.554 3.377
C -1.972 1.120 4.415
O -0.781 1.566 3.851
O -2.155 -0.546 2.807
H -3.140 1.349 2.652
H -3.767 0.224 3.869
H -1.696 0.391 5.195
H -2.448 1.972 4.935
H -0.635 1.143 2.984
H -2.082 -0.362 1.837
C -2.004 -0.164 -1.161
C -1.564 1.153 -0.666
O -1.263 1.161 0.765
O -1.063 -1.089 -0.864
H -2.087 -0.063 -2.206
H -2.928 -0.636 -0.752
H -2.321 1.910 -0.901
H -0.585 1.499 -1.004
H -0.333 0.827 0.885
H -1.311 -1.954 -1.268
C -2.817 -4.261 -1.691
C -1.928 -4.834 -2.771
O -1.202 -5.821 -2.097
O -1.997 -3.714 -0.593
H -3.482 -5.017 -1.347
H -3.411 -3.434 -2.092
H -1.296 -4.037 -3.150
H -2.605 -5.185 -3.573
H -0.468 -6.161 -2.634
H -1.211 -4.287 -0.613
C 1.040 -1.003 2.104
O 1.137 0.083 1.501
N 0.308 -2.104 1.706
N 1.645 -1.177 3.341
H -0.110 -2.220 0.805
H 0.384 -2.923 2.306
H 1.463 -1.925 3.980
H 1.746 -0.315 3.861
C -0.032 5.657 -0.070
O -0.698 6.645 0.023
N -0.156 4.575 0.659
N 0.848 5.440 -1.017
H 0.418 3.791 0.496
H -0.691 4.620 1.500
H 1.250 6.300 -1.340
H 1.159 4.502 -1.207
C 1.670 -2.316 -2.892
O 2.521 -3.033 -3.400
N 0.940 -1.455 -3.581
N 1.394 -2.487 -1.595
H 1.445 -1.027 -4.338
H 0.323 -0.829 -3.101
H 2.087 -2.949 -1.066
H 0.814 -1.843 -1.067
```


Record 4
Here is 2 unconnected molecules or ions with the total composition C3H9N2O2 from the Open Molecules 2025 dataset. Energies are from wB97M-V/def2-TZVPD.

Summary:
HOMO level (alpha / beta) ... -0.3551 / -0.3307 hartree
Frontier orbital gap (alpha / beta) ... 10.50 / 5.64 eV
Multiplicity ... 2
Expectation value of S² ... 0.759
E_LUMO (alpha / beta) ... 0.835 / -3.356 eV
Relative energy (zero: lowest compared OMol25 entry of this formula, charge and spin) ... 20.1 kcal per mole
Energy ... -379.60624 a.u.

The geometry in XYZ format:
```
16
C3H9N2O2 (wB97M-V/def2-TZVPD)
O -1.754 -0.234 0.743
C -1.187 -1.336 1.007
O 0.002 -1.601 1.058
H -1.929 -2.156 1.198
C 0.838 1.371 0.741
N 0.566 1.686 -0.613
C 0.248 0.528 -1.448
N 1.187 -0.533 -1.457
H 0.896 2.277 1.340
H 0.067 0.651 1.139
H 1.794 0.860 0.818
H -0.158 2.391 -0.695
H 0.068 0.882 -2.462
H -0.698 0.129 -1.014
H 2.092 -0.332 -1.854
H 1.232 -1.036 -0.581
```


Record 5
Here is 2 unconnected molecules or ions with the total composition C11H10N2 from the Open Molecules 2025 dataset. Energies are from wB97M-V/def2-TZVPD.

Summary:
HOMO level ... -0.3189 hartree
Frontier orbital gap ... 8.50 eV
E_LUMO ... -0.178 eV
Relative energy (zero: lowest compared OMol25 entry of this formula, charge and spin) ... 217.8 kcal per mole
Energy ... -534.33984 a.u.

The geometry in XYZ format:
```
23
C11H10N2 (wB97M-V/def2-TZVPD)
C -3.668 0.077 1.678
C 2.007 1.885 3.336
C -2.501 -0.006 1.443
C 1.101 1.407 2.702
C 0.829 -0.022 -2.083
C 0.338 -1.327 -1.931
C 0.826 0.711 -0.908
C -0.149 -1.362 -0.668
C -0.307 0.319 1.179
C 0.981 2.193 -0.637
C -0.737 -2.367 0.223
N 0.015 0.892 2.199
N 0.051 -0.133 -0.030
H -4.511 -0.064 2.198
H 2.549 2.639 3.879
H 1.124 0.282 -3.067
H 0.600 -2.101 -2.593
H 1.583 2.685 -1.536
H 0.065 2.750 -0.532
H 1.588 2.450 0.230
H -1.634 -1.850 0.688
H -1.121 -3.262 -0.453
H 0.041 -2.684 0.860
```


Record 6
Here is 2 unconnected molecules or ions with the total composition C4H12 from the Open Molecules 2025 dataset. Energies are from wB97M-V/def2-TZVPD.

Summary:
HOMO level ... -0.4062 hartree
Frontier orbital gap ... 12.07 eV
E_LUMO ... 1.018 eV
Relative energy (zero: lowest compared OMol25 entry of this formula, charge and spin) ... 24.2 kcal per mole
SMILES string ... CC.CC
Energy ... -159.54637 a.u.

The geometry in XYZ format:
```
16
C4H12 (wB97M-V/def2-TZVPD)
C 2.520 -1.462 -0.599
C 1.430 -1.184 -1.565
H 2.505 -2.536 -0.257
H 3.448 -1.225 -1.086
H 2.545 -0.794 0.281
H 1.664 -0.284 -2.251
H 0.439 -0.871 -1.240
H 1.425 -2.026 -2.277
C -1.495 1.177 1.693
C -2.452 1.526 0.647
H -0.664 0.521 1.279
H -1.083 2.125 2.170
H -2.014 0.469 2.369
H -3.273 2.259 0.893
H -2.844 0.444 0.281
H -2.150 1.859 -0.337
```


Record 7
Here is a single C5H3NO molecule from the Open Molecules 2025 dataset. Energies are from wB97M-V/def2-TZVPD.

Summary:
HOMO level ... -0.3349 hartree
Frontier orbital gap ... 8.99 eV
E_LUMO ... -0.121 eV
Relative energy (zero: lowest compared OMol25 entry of this formula, charge and spin) ... 69.9 kcal per mole
SMILES string ... C#Cc1ncco1
Energy ... -322.18040 a.u.

The geometry in XYZ format:
```
10
C5H3NO (wB97M-V/def2-TZVPD)
C 2.907 -0.367 -0.040
C 1.688 0.061 -0.341
C 0.305 0.193 -0.331
C -1.637 0.830 0.147
C -1.732 -0.517 0.215
H 4.017 -0.596 -0.099
H -2.386 1.523 0.509
H -2.391 -1.397 0.241
N -0.355 1.322 -0.108
O -0.416 -1.052 -0.192
```


Record 8
Here is a single CH2F3P molecule from the Open Molecules 2025 dataset. Energies are from wB97M-V/def2-TZVPD.

Summary:
HOMO level ... -0.3859 hartree
Frontier orbital gap ... 9.85 eV
E_LUMO ... -0.648 eV
Relative energy (zero: lowest compared OMol25 entry of this formula, charge and spin) ... 35.7 kcal per mole
SMILES string ... C=P(F)(F)F
Energy ... -680.23969 a.u.

The geometry in XYZ format:
```
7
CH2F3P (wB97M-V/def2-TZVPD)
C 0.181 0.330 -0.213
F 0.784 0.487 -2.715
F 2.717 -0.108 -1.404
F 1.489 -1.985 -2.450
P 1.155 -0.263 -1.480
H 0.304 -0.193 0.624
H -0.869 0.081 -0.550
```


Record 9
Here is 2 unconnected molecules or ions with the total composition C27H45F9N4O3PS from the Open Molecules 2025 dataset. Energies are from wB97M-V/def2-TZVPD.

Summary:
Charge ... +1
HOMO level ... -0.4321 hartree
Frontier orbital gap ... 7.68 eV
E_LUMO ... -4.078 eV
Energy ... -3138.58623 a.u.

The geometry in XYZ format:
```
90
C27H45F9N4O3PS (wB97M-V/def2-TZVPD)
C 0.115 0.372 3.653
C 0.875 1.683 3.399
C 1.861 1.469 2.226
C 2.948 2.576 2.101
C 4.389 2.000 2.104
C 4.559 0.937 0.981
C 4.776 -0.487 1.550
C 4.578 -1.490 0.377
C 3.069 -1.679 0.124
C 2.782 -1.911 -1.390
N 1.594 -1.136 -1.834
C 0.423 -1.628 -1.692
N -0.760 -0.969 -2.099
C -1.757 -2.064 -2.266
P -3.516 -1.518 -2.579
C -3.380 -0.704 -4.245
O -3.923 -0.244 -1.569
C -1.410 -2.888 -1.002
C -1.998 -2.387 0.327
C -2.516 -3.572 1.163
C -2.975 -3.028 2.541
C -4.227 -2.133 2.385
C -3.961 -0.678 2.761
O -5.228 -0.003 2.956
C -5.164 0.972 3.912
C -4.020 1.983 3.885
O -5.985 1.046 4.744
N 0.097 -2.867 -1.139
S 0.508 -4.293 -2.079
C 1.794 0.186 -2.424
F 3.002 0.581 -2.102
F 0.971 1.074 -1.908
C 1.731 0.131 -4.006
F 2.920 0.489 -4.480
F 1.506 -1.094 -4.470
C 0.701 1.100 -4.667
F -0.527 0.982 -4.180
F 0.619 0.731 -5.941
C 1.130 2.614 -4.657
F 0.058 3.358 -4.689
F 1.946 2.927 -3.679
F 1.787 2.852 -5.777
H 0.800 -0.486 3.630
H -0.367 0.339 4.635
H -0.652 0.175 2.892
H 1.387 2.037 4.298
H 0.177 2.474 3.099
H 1.262 1.420 1.304
H 2.318 0.485 2.376
H 2.824 3.060 1.127
H 2.813 3.281 2.926
H 5.060 2.829 1.857
H 4.654 1.570 3.074
H 3.654 0.909 0.362
H 5.401 1.185 0.329
H 4.031 -0.750 2.309
H 5.775 -0.558 1.987
H 5.118 -1.081 -0.486
H 5.065 -2.443 0.608
H 2.785 -2.600 0.643
H 2.451 -0.878 0.540
H 3.646 -1.702 -2.017
H 2.608 -2.979 -1.509
H -0.956 -0.415 -1.255
H -1.469 -2.504 -3.228
H -3.172 0.366 -4.157
H -2.512 -1.141 -4.758
H -4.257 -0.901 -4.859
H -3.195 -0.004 -0.977
H -1.838 -3.875 -1.173
H -1.307 -1.758 0.903
H -2.880 -1.766 0.123
H -1.755 -4.351 1.287
H -3.372 -4.023 0.647
H -2.131 -2.421 2.897
H -3.140 -3.847 3.240
H -4.623 -2.142 1.362
H -5.027 -2.500 3.033
H -3.435 -0.123 1.971
H -3.428 -0.648 3.717
H -3.802 2.334 2.870
H -4.245 2.835 4.520
H -3.109 1.505 4.264
H -0.449 -4.413 -3.037
C 0.133 5.239 -1.689
C -0.325 4.625 -0.450
N -0.685 4.140 0.527
H 1.221 5.222 -1.759
H -0.262 4.712 -2.556
H -0.184 6.279 -1.764
```


Record 10
Here is 2 unconnected molecules or ions with the total composition C4H6 from the Open Molecules 2025 dataset. Energies are from wB97M-V/def2-TZVPD.

Summary:
Charge ... -2
HOMO level ... 0.1012 hartree
Frontier orbital gap ... 5.15 eV
E_LUMO ... 7.906 eV
Relative energy (zero: lowest compared OMol25 entry of this formula, charge and spin) ... 8.1 kcal per mole
Energy ... -155.69226 a.u.

The geometry in XYZ format:
```
10
C4H6 (wB97M-V/def2-TZVPD)
C 0.463 -0.691 0.759
C -0.685 -0.276 0.161
C -0.800 0.665 -0.972
H 1.438 -0.459 0.317
H 0.455 -1.554 1.433
H -1.602 -0.828 0.412
H -1.822 1.077 -1.063
C 0.148 1.035 -1.878
H 1.093 0.480 -1.663
H 1.313 0.553 2.494
```


Question: Which of these has the lowest energy?
Answer: C23H30F18O16S2


Question: The lowest energy belongs to which entry?
Answer: C23H30F18O16S2


Question: What is the energy in the second record?
Answer: -3463.59745 a.u.